[1]
Density functional theory data (the ωB97M-V functional and the def2-TZVPD basis) for an isolated molecule of C4H4N2O2.

As for the energy above the lowest of the compared OMol25 structures with the same formula, charge and spin: 453.7 kJ/mol. The value obtained for the total energy is -11283.837 eV.

Each line ends with the Löwdin charge.
Element x y z (Å)
N: -2.360 0.585 0.177  0.00
N: -1.530 0.348 -0.710  -0.03
C: -0.257 0.179 -0.481  -0.24
C: 0.786 0.215 -1.530  -0.01
C: 1.959 -0.284 -0.899  0.02
O: 1.699 -0.239 0.621  0.06
C: 0.426 -0.253 0.766  -0.44
O: -0.245 -0.562 1.844  0.00
H: -2.312 -0.159 1.083  0.20
H: -3.399 0.698 -0.131  0.15
H: 0.857 0.679 -2.646  0.16
H: 2.960 -0.484 -1.433  0.13



[2]
Density functional theory data (the ωB97M-V functional and the def2-TZVPD basis) for a structure of composition C4H4N2O2.

As for the energy above the lowest of the compared OMol25 structures with the same formula, charge and spin: 639.6 kJ/mol. The value obtained for the total energy is -11281.911 eV.

Each line ends with the Löwdin charge.
Element x y z (Å)
C: -1.548 0.024 -0.123  -0.28
C: -0.961 1.353 0.012  -0.15
C: 0.686 0.135 0.085  -0.37
C: 1.873 -0.619 -0.131  -0.10
H: -3.379 -0.171 0.000  0.08
H: -2.464 -1.369 1.275  0.26
H: -1.588 2.359 0.453  0.18
H: 1.360 -1.777 -0.508  0.21
N: -2.629 -0.917 -0.043  0.05
N: 0.295 1.350 -0.124  0.14
O: 3.096 -0.200 0.159  -0.02
O: -0.332 -0.729 -0.048  0.00



[3]
Density functional theory data (the ωB97M-V functional and the def2-TZVPD basis) for an isolated molecule of C4H4N2O2.

As for the energy above the lowest of the compared OMol25 structures with the same formula, charge and spin: 275.9 kJ/mol. The value obtained for the total energy is -11285.680 eV.

Each line ends with the Löwdin charge.
Element x y z (Å)
H: -1.566 0.400 2.628  0.06
N: -1.532 0.754 1.669  0.14
C: -1.087 -0.137 0.872  -0.30
O: -1.242 0.073 -0.487  -0.06
C: -0.155 -0.286 -1.309  -0.14
C: 1.210 -0.318 -0.624  -0.36
O: 1.914 -1.312 -0.545  0.14
C: 1.572 0.934 0.080  -0.11
N: 2.121 1.876 0.480  0.20
H: -0.805 -1.168 1.130  0.15
H: -0.089 0.448 -2.121  0.14
H: -0.342 -1.262 -1.772  0.14



[4]
Density functional theory data (the ωB97M-V functional and the def2-TZVPD basis) for an isolated molecule of C4H4N2O2S.

As for the energy above the lowest of the compared OMol25 structures with the same formula, charge and spin: 124.5 kJ/mol. The value obtained for the total energy is -22122.354 eV.

Each line ends with the Löwdin charge.
Element x y z (Å)
O: -0.173 0.499 -2.852  0.05
C: -0.207 0.427 -1.610  -0.50
N: -1.042 1.303 -0.904  0.18
C: -1.352 1.092 0.430  -0.51
O: -2.464 1.167 0.919  0.08
C: -0.259 0.668 1.345  -0.37
S: 1.364 1.301 1.036  0.92
C: 0.936 -0.294 0.361  -0.46
N: 0.510 -0.463 -0.914  0.06
H: -1.745 1.707 -1.544  0.18
H: -0.740 0.368 2.265  0.11
H: 1.399 -1.243 0.742  0.13
H: 1.052 -1.140 -1.301  0.12



[5]
Density functional theory data (the ωB97M-V functional and the def2-TZVPD basis) for a structure of composition C4H4N2O3.

As for the energy above the lowest of the compared OMol25 structures with the same formula, charge and spin: 608.1 kJ/mol. The value obtained for the total energy is -13329.559 eV.

Each line ends with the Löwdin charge.
Element x y z (Å)
C: -1.549 -0.054 -1.081  -0.22
C: 1.861 0.462 0.024  -0.52
C: 0.643 -0.271 1.728  -0.09
C: -0.542 -0.220 1.056  -0.04
H: -0.441 -0.459 -2.930  0.18
H: -2.532 0.153 -0.277  0.18
H: 0.529 -0.165 2.889  0.16
H: -1.543 -0.434 1.380  0.10
N: -1.593 -0.136 -2.443  0.02
N: -0.302 -0.334 -0.375  -0.15
O: 0.798 0.314 -0.792  0.08
O: 2.777 1.090 -0.468  0.16
O: 1.894 0.053 1.289  0.13



[6]
Density functional theory data (the ωB97M-V functional and the def2-TZVPD basis) for an isolated molecule of C4H4N2O3.

As for the energy above the lowest of the compared OMol25 structures with the same formula, charge and spin: 490.7 kJ/mol. The value obtained for the total energy is -13330.776 eV.

Each line ends with the Löwdin charge.
Element x y z (Å)
H: 1.300 -2.374 0.452  0.08
N: 1.561 -1.371 0.447  0.22
C: 0.350 -0.919 0.340  -0.28
C: -0.954 -1.559 0.485  -0.38
O: -1.274 -2.700 0.530  0.18
O: -1.804 -0.501 0.946  0.03
N: -1.149 0.771 0.376  0.08
C: 0.143 0.414 -0.097  -0.32
C: 0.919 1.131 -0.804  -0.13
O: 0.515 2.416 -1.152  -0.07
H: -0.940 1.459 1.220  0.20
H: 1.919 0.970 -1.456  0.20
H: -0.584 2.262 -1.287  0.20



[7]
Density functional theory data (the ωB97M-V functional and the def2-TZVPD basis) for an isolated molecule of C4H4N2O3.

As for the energy above the lowest of the compared OMol25 structures with the same formula, charge and spin: 217.5 kJ/mol. The value obtained for the total energy is -13333.607 eV.

Each line ends with the Löwdin charge.
Element x y z (Å)
C: -0.687 0.464 -1.694  -0.04
C: 0.039 0.198 -0.408  -0.28
N: 1.283 0.713 -0.268  0.07
N: 2.011 0.687 0.797  0.10
C: 1.514 -0.015 1.909  -0.43
O: 2.066 -0.134 2.980  0.12
O: 0.247 -0.710 1.764  0.18
C: -0.444 -0.539 0.662  -0.34
O: -1.619 -1.134 0.665  0.16
H: -1.555 1.133 -1.553  0.09
H: 0.058 0.927 -2.389  0.10
H: -0.999 -0.506 -2.155  0.09
H: -1.914 -1.083 -0.309  0.16



[8]
Density functional theory data (the ωB97M-V functional and the def2-TZVPD basis) for an isolated molecule of C4H4N2OS.

As for the energy above the lowest of the compared OMol25 structures with the same formula, charge and spin: 170.6 kJ/mol. The value obtained for the total energy is -20073.962 eV.

Each line ends with the Löwdin charge.
Element x y z (Å)
N: -0.178 -1.122 -2.356  0.20
C: -0.258 -0.596 -1.312  -0.15
C: -0.498 -0.064 0.056  -0.60
O: -0.980 -1.053 0.873  0.04
C: -1.432 1.103 -0.049  -0.13
N: -2.154 2.000 -0.127  0.19
C: 0.840 0.452 0.672  -0.43
S: 2.339 -0.695 0.742  0.73
H: -1.771 -1.364 0.407  0.13
H: 0.640 0.850 1.638  0.07
H: 1.128 1.332 0.027  0.10
H: 2.323 -0.843 -0.570  -0.17



[9]
Density functional theory data (the ωB97M-V functional and the def2-TZVPD basis) for an isolated molecule of C4H4N2OS.

As for the energy above the lowest of the compared OMol25 structures with the same formula, charge and spin: 149.0 kJ/mol. The value obtained for the total energy is -20074.185 eV.

Each line ends with the Löwdin charge.
Element x y z (Å)
O: -2.414 0.921 0.004  0.00
C: -1.239 1.258 -0.003  -0.19
C: -0.106 0.329 -0.007  -0.26
C: 1.249 0.652 -0.001  -0.02
C: 1.899 -0.580 -0.001  -0.16
N: 1.034 -1.589 0.002  0.03
N: -0.168 -1.030 -0.002  -0.47
S: -1.539 -2.084 -0.002  0.88
H: -0.965 2.347 -0.015  0.14
H: 1.648 1.661 0.013  0.11
H: 2.976 -0.804 0.003  0.11
H: -2.374 -1.081 0.009  -0.17



[10]
Density functional theory data (the ωB97M-V functional and the def2-TZVPD basis) for an isolated molecule of C4H4N2OS.

As for the energy above the lowest of the compared OMol25 structures with the same formula, charge and spin: 544.0 kJ/mol. The value obtained for the total energy is -20070.092 eV.

Each line ends with the Löwdin charge.
Element x y z (Å)
H: -1.078 1.061 1.648  0.01
N: -0.277 0.387 1.929  0.11
C: 0.172 0.147 0.679  -0.49
C: 1.416 -0.735 0.611  -0.01
C: 2.534 -1.319 1.040  0.14
N: -0.627 0.294 -0.381  -0.39
S: -2.097 1.290 -0.555  0.77
C: -0.175 0.144 -1.756  -0.36
O: 0.964 0.230 -2.154  0.08
H: 3.474 -1.830 1.239  0.03
H: -3.298 0.349 0.106  0.04
H: -1.010 -0.017 -2.405  0.09